Density functional theory data (ωB97M-V/def2-TZVPD) for 4 unconnected molecules or ions with the total composition C20H23N5S2.

```
50
C20H23N5S2 (ωB97M-V/def2-TZVPD)
C -0.3819 2.6445 -2.9658
N -1.6368 3.3856 -2.8395
C -2.7839 2.5739 -2.3830
C -2.4199 1.6058 -1.2789
C -2.1340 2.0993 -0.0033
C -1.7680 1.2391 1.0120
C -1.6623 -0.1177 0.7932
S -1.1670 -1.1996 2.1119
C -1.9536 -0.6489 -0.4633
C -2.3383 0.2323 -1.4804
S -2.7149 -0.4927 -3.0668
C -1.4802 -1.7677 -3.0920
C -0.8394 -2.1023 -4.2773
C 0.1006 -3.1265 -4.2899
C 0.3766 -3.7785 -3.0933
C -0.2510 -3.4293 -1.9087
C -1.1905 -2.4029 -1.8921
N -1.8468 -2.0493 -0.6860
H 0.1688 2.5507 -2.0265
H 0.2712 3.1893 -3.6483
H -0.5393 1.6582 -3.3926
H -1.4929 4.1345 -2.1753
H -3.2027 2.0774 -3.2510
H -3.5228 3.2705 -1.9902
H -2.2025 3.1672 0.1496
H -1.5650 1.6600 1.9843
H -0.5000 -0.3467 2.9001
H -1.1046 -1.5430 -5.1618
H 0.5729 -3.3760 -5.2259
H 1.1011 -4.5814 -3.1038
H 0.0059 -3.9801 -1.0134
H -1.2663 -2.4088 0.0664
C 0.9766 0.8773 5.8906
C 0.5116 1.6027 4.7126
N 0.1473 2.1680 3.7856
H 0.1902 0.8340 6.6364
H 1.2580 -0.1364 5.6097
H 1.8415 1.3821 6.3144
C 3.8151 -2.3383 -5.5407
C 2.8472 -2.7265 -6.5598
N 2.0792 -3.0308 -7.3512
H 4.7937 -2.1976 -5.9955
H 3.5011 -1.4082 -5.0711
H 3.8819 -3.1149 -4.7813
C 2.6691 1.8670 9.8373
C 1.4411 1.2482 9.3510
N 0.4757 0.7656 8.9714
H 2.8841 2.7648 9.2608
H 2.5553 2.1360 10.8853
H 3.4987 1.1700 9.7363
```

Output
SMILES = CNCc1ccc(S)c2c1Sc1ccccc1N2.CC#N.CC#N.CC#N
M = 397.6 u
net charge = 0
HOMO = -7.64 eV
multiplicity = 1
lowest unoccupied orbital energy = 0.24 eV
energy = -1846.04077 Eh

=====

Density functional theory data (ωB97M-V/def2-TZVPD) for a molecular structure, CHP3S.

```
6
CHP3S (ωB97M-V/def2-TZVPD)
C 1.0183 -0.0037 -0.0362
P 0.2991 1.5741 0.0590
P 0.2033 -1.5740 0.1202
P -1.8421 -1.4592 0.0046
S -1.7030 1.3525 0.0675
H 2.0244 0.1102 -0.2152
```

Output
M = 138.0 u
net charge = 0
HOMO = -8.90 eV
multiplicity = 1
lowest unoccupied orbital energy = -1.70 eV
energy = -1460.89746 Eh

=====

Density functional theory data (ωB97M-V/def2-TZVPD) for 14 unconnected molecules or ions with the total composition C22H70BN2O18P2.

```
115
C22H70BN2O18P2 (ωB97M-V/def2-TZVPD)
C 1.7281 -2.2899 4.9597
C 1.8412 -1.7017 3.9335
C 2.0173 -0.9329 2.7358
C 0.7052 -0.4529 2.1712
C -0.5469 -1.3400 2.1968
B -0.5158 -2.7253 1.3726
O -1.4623 -2.8714 0.3804
O 0.4472 -3.5928 1.6645
C 0.2587 -4.9612 1.2972
C -1.4602 -0.4380 1.4534
P -3.2879 -0.4100 1.6808
C -3.5568 -1.5641 3.0399
O -4.0724 -1.1342 0.4246
N -0.7873 0.3717 0.7044
C 0.6774 0.1799 0.7932
P 1.5661 -0.6640 -0.6015
N 2.5721 0.3276 -1.2082
O 0.5265 -1.1230 -1.6923
O 2.2632 -2.0141 -0.1076
H 1.6993 -2.6609 5.9474
H 2.6389 -1.4290 2.0056
H 2.5583 -0.0405 3.0303
H 0.4178 0.3720 2.8196
H -0.8915 -1.5639 3.1956
H -1.9528 -3.6986 0.3987
H -0.5810 -5.3902 1.8231
H 0.1345 -5.0822 0.2310
H 1.1423 -5.5088 1.5751
H -2.9541 -1.2945 3.8931
H -4.6076 -1.5111 3.2776
H -3.3029 -2.5787 2.7573
H -3.5269 -1.0579 -0.3738
H -1.2346 1.0750 0.1322
H 1.2041 1.1204 0.8559
H 3.5218 -0.0214 -1.1840
H -0.3847 -1.2120 -1.3783
H 3.1527 -1.8060 0.2196
C -0.0176 -1.7187 -4.6719
O -0.2199 -1.8902 -6.0712
H -0.5906 -0.8570 -4.3553
H -0.3482 -2.5950 -4.1068
H 1.0386 -1.5326 -4.4645
H 0.3040 -2.6494 -6.3392
C 5.8433 -1.2323 1.9606
O 5.3578 -1.3801 0.6139
H 5.3767 -0.3474 2.3857
H 5.5676 -2.1059 2.5555
H 6.9277 -1.1138 1.9717
H 5.7712 -2.1610 0.2356
C -3.4046 2.8266 4.0992
O -2.6316 1.6234 4.0678
H -4.4564 2.5858 3.9763
H -3.2593 3.3150 5.0638
H -3.1040 3.4926 3.2903
H -1.7167 1.8877 4.1983
C -4.5149 -0.4584 -3.6806
O -3.6153 -0.0584 -2.6194
H -4.7863 -1.4963 -3.5107
H -5.4118 0.1577 -3.6607
H -4.0340 -0.3685 -4.6521
H -3.3865 0.8613 -2.7786
C -0.4777 -0.3304 -9.3083
O -0.7541 0.2581 -8.0430
H -0.9424 0.2905 -10.0703
H 0.5971 -0.3770 -9.4914
H -0.8996 -1.3388 -9.3696
H -0.3449 -0.2927 -7.3665
C 4.8289 2.2833 1.0295
O 5.6138 2.4405 2.2116
H 3.7872 2.4542 1.2918
H 5.1270 3.0103 0.2713
H 4.9355 1.2724 0.6263
H 6.5326 2.2929 1.9755
C -1.4025 4.2036 1.2347
O -0.3538 4.4286 2.1586
H -1.6808 3.1507 1.3115
H -2.2711 4.8233 1.4673
H -1.0585 4.4115 0.2170
H -0.0890 5.3525 2.1094
C -2.4343 7.3759 -0.8086
O -1.3813 7.6203 0.1265
H -2.7123 6.3279 -0.7342
H -3.3023 7.9953 -0.5740
H -2.0960 7.5870 -1.8253
H -1.1430 8.5474 0.0534
C 2.7791 -1.1717 -6.5242
O 2.7100 -1.2690 -7.9410
H 2.1772 -0.3224 -6.2141
H 2.3904 -2.0779 -6.0522
H 3.8131 -1.0142 -6.2050
H 3.2443 -2.0182 -8.2152
C -1.0151 -1.6199 7.4730
O 0.2732 -1.9918 7.9529
H -0.8741 -0.8340 6.7344
H -1.5181 -2.4693 7.0004
H -1.6392 -1.2372 8.2834
H 0.1540 -2.6834 8.6086
C 1.2940 2.6195 3.9734
O 1.9195 1.3428 3.7942
H 0.2240 2.4840 3.8509
H 1.4921 3.0166 4.9714
H 1.6420 3.3217 3.2190
H 2.8677 1.4617 3.8958
C 4.3104 -2.0299 -3.3947
O 4.6060 -2.2442 -2.0151
H 5.2154 -1.6969 -3.8940
H 3.9671 -2.9609 -3.8553
H 3.5353 -1.2651 -3.5018
H 3.7932 -2.5428 -1.5994
C -7.3246 -0.3569 -1.3136
O -6.4868 0.3005 -0.3688
H -8.2981 0.1251 -1.3142
H -6.8924 -0.2719 -2.3113
H -7.4533 -1.4128 -1.0571
H -5.6210 -0.1293 -0.4056
```

Output
M = 723.6 u
net charge = +1
HOMO = -10.96 eV
multiplicity = 1
lowest unoccupied orbital energy = -3.67 eV
energy = -3051.22959 Eh

=====

Density functional theory data (ωB97M-V/def2-TZVPD) for a molecular structure, C23H57GaI2N7O5P2.

```
97
C23H57GaI2N7O5P2 (ωB97M-V/def2-TZVPD)
C -7.9746 -3.3274 -1.4786
C -8.1898 -4.7986 -1.0600
C -6.8767 -5.6285 -0.9287
O -5.7494 -5.0079 -1.4995
C -4.6936 -4.7375 -0.5648
Ga -2.8288 -4.6940 -1.4504
I -1.2553 -3.6719 0.4243
C -2.8316 -3.2850 -2.9474
C -2.9271 -3.8222 -4.3990
C -1.5359 -4.1805 -5.0111
I -4.3750 -5.4148 -4.6881
N -2.2757 -6.4785 -2.0361
C -0.8910 -6.7489 -1.8831
C -0.0942 -7.0177 -3.1805
O -0.2949 -6.8320 -0.8506
C -3.0567 -7.5292 -1.4525
C -3.1886 -7.7325 0.0622
O -3.5917 -8.3027 -2.1795
H -7.7124 -3.3124 -2.5456
H -7.2156 -2.8293 -0.8664
H -8.9364 -2.7918 -1.4091
H -8.7135 -4.8127 -0.0869
H -8.8915 -5.2812 -1.7592
H -7.0351 -6.5758 -1.4823
H -6.7523 -5.9183 0.1262
H -4.8407 -3.7034 -0.1865
H -4.6874 -5.4038 0.3127
H -3.5781 -2.4951 -2.7871
H -1.8416 -2.7970 -2.8754
H -3.3008 -2.9915 -5.0135
H -0.7171 -3.8510 -4.3579
H -1.4188 -3.6106 -5.9490
H -1.4747 -5.2370 -5.2888
H 0.8027 -6.3920 -3.2531
H 0.2638 -8.0570 -3.0738
H -0.7264 -6.9992 -4.0736
H -2.9456 -6.8028 0.5975
H -2.4271 -8.4658 0.3601
H -4.2116 -8.0358 0.3072
O 1.2311 -0.4076 -0.2596
P 2.4525 -0.6096 0.6165
N 3.1026 0.9847 0.4893
C 3.7483 1.5174 -0.6875
C 2.2967 1.9993 1.1553
N 3.1827 -1.8256 -0.3621
C 4.4079 -1.6830 -1.1096
C 2.2627 -2.7009 -1.0910
N 3.6220 -0.9618 1.8545
C 4.7945 -0.2070 2.2417
C 3.5801 -2.3032 2.4285
H 4.3125 2.4158 -0.4143
H 3.0471 1.7802 -1.4921
H 4.5063 0.8462 -1.0858
H 2.2316 1.7786 2.2282
H 1.2779 2.0431 0.7536
H 2.7388 2.9926 1.0676
H 4.2568 -1.1104 -2.0347
H 4.7977 -2.6663 -1.3915
H 5.2026 -1.2177 -0.5225
H 1.9055 -2.2408 -2.0216
H 1.3979 -2.9517 -0.4777
H 2.7514 -3.6473 -1.3392
H 5.5479 -0.1770 1.4492
H 5.2682 -0.6517 3.1221
H 4.5514 0.8151 2.5304
H 4.3367 -2.9509 1.9730
H 2.6037 -2.7625 2.2722
H 3.7438 -2.2782 3.5101
O 0.7554 5.7522 1.3674
P 1.3534 7.1469 1.4844
N 2.9137 6.6504 2.0026
C 3.1934 6.1034 3.3122
C 3.6934 5.9962 0.9606
N 0.2692 7.6940 2.7105
C 0.6153 7.9913 4.0807
C -1.0818 7.1370 2.6631
N 1.9330 8.7779 1.3292
C 3.1722 9.3542 1.8102
C 0.9688 9.7756 0.8772
H 4.2718 6.1391 3.4947
H 2.8555 5.0656 3.4354
H 2.7750 6.7078 4.1131
H 3.8703 6.6935 0.1324
H 3.1910 5.1099 0.5570
H 4.6761 5.6923 1.3251
H 0.7364 7.0785 4.6773
H -0.1718 8.5895 4.5505
H 1.5197 8.5968 4.1589
H -1.1361 6.1469 3.1319
H -1.4280 7.0458 1.6354
H -1.7859 7.8002 3.1732
H 3.2233 9.3710 2.9021
H 3.2793 10.3864 1.4647
H 4.0471 8.8303 1.4282
H 0.5589 10.3389 1.7221
H 0.1390 9.3033 0.3509
H 1.4239 10.4788 0.1740
```

Output
M = 897.2 u
net charge = -1
HOMO = -5.06 eV
multiplicity = 1
lowest unoccupied orbital energy = 0.92 eV
energy = -4872.85495 Eh

=====

Density functional theory data (ωB97M-V/def2-TZVPD) for C13H26O7Si in the gas phase.

```
47
C13H26O7Si (ωB97M-V/def2-TZVPD)
C -2.7155 -1.1685 1.0357
C -3.3213 -1.5060 -0.1029
C -4.4242 -2.4963 -0.1840
C -2.8395 -0.9119 -1.3771
O -3.4325 -1.1353 -2.4009
O -1.7986 0.0082 -1.2925
C -1.7416 0.7633 -2.5006
C -0.6334 0.3267 -3.4774
O -0.7694 -1.0777 -3.6798
C 0.7577 0.7314 -3.0267
O 0.7668 2.1010 -2.5850
C 1.9467 2.4195 -1.8657
C 2.0975 1.6109 -0.5552
C 0.8192 1.4601 0.2356
Si 1.2425 0.4850 1.8207
O 2.4150 -0.6162 1.4485
C 1.9932 -1.8006 0.8720
O 0.0776 -0.3270 2.6729
C 0.4172 -0.8720 3.9134
O 1.8479 1.6464 2.8662
C 3.0330 1.4307 3.5349
H -1.9403 -0.4577 1.0275
H -3.0339 -1.5429 1.9975
H -3.9998 -3.4805 -0.3509
H -5.0179 -2.5356 0.7208
H -5.0490 -2.3086 -1.0774
H -1.5955 1.7933 -2.1766
H -2.7800 0.6927 -2.9133
H -0.7487 0.8126 -4.4383
H -1.6863 -1.2847 -3.3704
H 1.4905 0.6147 -3.8363
H 1.0205 0.0625 -2.1737
H 1.9162 3.4931 -1.6737
H 2.8116 2.2485 -2.5382
H 2.4852 0.6189 -0.7807
H 2.8117 2.1083 0.1005
H 0.3221 2.4010 0.4454
H 0.1011 0.8977 -0.3539
H 2.7177 -2.1570 0.1289
H 1.8347 -2.5114 1.6855
H 1.0478 -1.6171 0.3577
H 1.2076 -0.2900 4.3350
H -0.4550 -0.8472 4.5490
H 0.7696 -1.9046 3.7889
H 2.7862 1.1003 4.5643
H 3.6111 2.3260 3.6038
H 3.6348 0.6964 3.0263
```

Output
SMILES = C=C(C)C(=O)OC[C@H](O)COCCC[Si](OC)(OC)OC
M = 322.4 u
net charge = 0
HOMO = -9.89 eV
multiplicity = 1
lowest unoccupied orbital energy = 0.46 eV
energy = -1327.17833 Eh

=====

Density functional theory data (ωB97M-V/def2-TZVPD) for a molecular structure, C44H51CdNP2Si.

```
100
C44H51CdNP2Si (ωB97M-V/def2-TZVPD)
Cd 0.0402 -0.8412 4.4511
C -2.2290 -0.0091 4.4902
C -2.4096 -0.2529 3.1510
C -2.8687 0.7343 2.1437
C -1.7369 1.5570 1.4560
C -0.6876 2.1364 2.3458
C -0.8906 2.6035 3.5822
C -2.1842 2.6043 4.3286
C -2.5152 1.3235 5.1487
C 1.8044 -0.1503 3.5094
H -2.2670 -0.8399 5.2115
H -2.2319 -1.2599 2.7570
H -3.6083 1.4346 2.5520
H -3.3833 0.1859 1.3343
H -1.2348 0.9278 0.7039
H -2.2380 2.3722 0.9054
H 0.3037 2.2186 1.8916
H -0.0653 3.0693 4.1290
H -3.0237 2.8501 3.6630
H -2.1253 3.4210 5.0682
H -1.9417 1.3508 6.0924
H -3.5814 1.4022 5.4428
H 2.6834 -0.4680 4.1107
H 1.7789 0.9421 3.4741
H 1.9081 -0.5356 2.4845
P -0.0789 -2.2709 -5.5178
P 1.8841 0.4300 -5.7776
C -0.6548 -0.6820 -6.1790
C 0.1199 0.4333 -6.1909
C -0.9693 -3.4511 -6.6133
C -2.1501 -3.1358 -7.2972
C -2.7825 -4.0915 -8.0947
C -2.2396 -5.3693 -8.2128
C -1.0497 -5.6969 -7.5472
C -0.4054 -4.7379 -6.7684
C -1.0657 -2.4001 -3.9582
C -0.6915 -1.5482 -2.8989
C -1.4260 -1.5406 -1.7095
C -2.5483 -2.3725 -1.5828
C -2.9015 -3.2439 -2.6135
C -2.1327 -3.2930 -3.7804
C 2.5252 1.2353 -7.3348
C 2.4999 0.4456 -8.5009
C 2.8628 0.9900 -9.7340
C 3.2530 2.3334 -9.8100
C 3.3091 3.1173 -8.6582
C 2.9868 2.5586 -7.4149
C 1.9571 1.8518 -4.6196
C 3.0802 1.9313 -3.7683
C 3.2277 3.0160 -2.9063
C 2.2465 4.0177 -2.8733
C 1.1230 3.9306 -3.6930
C 0.9612 2.8323 -4.5418
H -1.6817 -0.6310 -6.5523
H -0.2879 1.3876 -6.5471
H -2.6002 -2.1495 -7.2138
H -3.7038 -3.8223 -8.6163
H -2.7368 -6.1174 -8.8298
H -0.6224 -6.6986 -7.6358
H 0.5363 -4.9723 -6.2612
H 0.1825 -0.9017 -3.0141
H -1.1222 -0.8953 -0.8813
H -3.1398 -2.3442 -0.6656
H -3.7721 -3.9004 -2.5169
H -2.3677 -4.0241 -4.5557
H 2.1847 -0.5982 -8.4305
H 2.8427 0.3689 -10.6310
H 3.5205 2.7647 -10.7749
H 3.6091 4.1685 -8.7114
H 3.0819 3.1622 -6.5099
H 3.8328 1.1374 -3.8009
H 4.1071 3.0794 -2.2613
H 2.3621 4.8639 -2.1951
H 0.3581 4.7111 -3.6809
H 0.0587 2.7574 -5.1431
C -2.5100 -1.3418 7.7485
Si -0.7744 -0.8557 8.2252
C -0.8973 0.6291 9.3758
C 0.1031 -2.3490 8.8869
N 0.1643 -0.3001 6.8250
C 1.4071 0.2560 6.9978
C 1.5839 1.6624 6.8626
C 2.8263 2.2416 7.1060
C 3.9076 1.4491 7.5149
C 3.7866 0.0471 7.5414
C 2.5624 -0.5506 7.2511
H -3.0665 -1.7206 8.6215
H -2.4866 -2.1469 7.0027
H -3.0707 -0.4920 7.3373
H -1.4328 0.3392 10.2932
H 0.0941 1.0206 9.6541
H -1.4578 1.4443 8.8866
H 0.1462 -3.0942 8.0829
H 1.1280 -2.1324 9.2073
H -0.4479 -2.7803 9.7310
H 0.6998 2.2365 6.5844
H 2.9215 3.3213 7.0237
H 4.8494 1.9215 7.7757
H 4.6350 -0.5760 7.8294
H 2.4505 -1.6418 7.2345
```

Output
M = 796.3 u
net charge = 0
HOMO = -7.02 eV
multiplicity = 1
lowest unoccupied orbital energy = -0.29 eV
energy = -2901.82039 Eh

=====

Density functional theory data (ωB97M-V/def2-TZVPD) for C9H10 in the gas phase.

```
19
C9H10 (ωB97M-V/def2-TZVPD)
C 0.3162 -1.8261 0.4350
C -0.6363 -1.7599 1.4063
C -1.1560 -0.7114 -1.1702
C -2.1867 -0.6405 -0.2800
C 0.0123 -0.6226 -0.3457
C -1.3369 -0.5809 0.8987
C 0.5773 0.6279 -0.1739
C 0.0354 1.8675 -0.8358
C 1.8550 0.7284 0.5978
H 1.1372 -2.3817 0.2251
H -0.9300 -2.3635 2.2870
H -1.0258 -0.7672 -2.3237
H -3.2092 -0.8429 -0.3744
H 0.7370 2.1937 -1.6884
H 0.2973 2.5918 0.1028
H -0.9735 1.9952 -1.1959
H 2.1668 -0.2293 1.0374
H 1.7009 1.4546 1.4549
H 2.6190 1.2669 -0.0572
```

Output
M = 118.2 u
net charge = 0
HOMO = -7.17 eV
multiplicity = 1
lowest unoccupied orbital energy = 0.10 eV
energy = -348.67062 Eh

=====

Density functional theory data (ωB97M-V/def2-TZVPD) for a molecular structure, C20H25BiN7O5S2.

```
60
C20H25BiN7O5S2 (ωB97M-V/def2-TZVPD)
Bi 10.7455 9.0671 11.5827
N 8.7071 8.5593 14.7501
C 10.0279 8.5091 14.9591
N 10.4466 8.6312 16.2385
C 11.7588 8.5611 16.4601
N 12.1593 8.9577 17.7135
N 12.6897 8.2236 15.5465
C 12.1977 8.1410 14.2910
N 10.9128 8.2958 13.9296
C 13.2287 7.8084 13.2833
C 14.5009 7.3262 13.7287
C 15.3993 6.7894 12.8322
C 15.0902 6.9214 11.4935
C 13.8857 7.4728 11.0896
N 12.9235 7.9035 11.9876
H 8.0591 8.6870 15.5397
H 8.3487 8.1517 13.8706
H 11.4244 9.1754 18.3435
H 13.1034 8.6904 17.9857
H 14.6977 7.3235 14.7808
H 16.3864 6.4171 13.1312
H 15.7616 6.5287 10.7174
H 13.5698 7.5503 10.0346
S 12.3030 11.5180 11.1096
C 11.1035 12.8000 11.1632
C 10.7463 13.4532 12.3811
C 9.8084 14.4412 12.3785
C 9.1530 14.7909 11.1851
C 9.4927 14.1673 9.9956
C 10.4123 13.1638 9.9727
H 11.3045 13.0662 13.2333
H 9.5261 14.9271 13.2934
H 8.4491 15.5941 11.2034
H 9.0484 14.4814 9.0347
H 10.6271 12.5978 9.1241
C 8.6982 6.3149 7.6284
N 9.7063 6.6647 8.7097
C 9.8111 5.6994 9.8357
C 10.5157 7.7288 8.6574
C 10.3818 8.7755 7.5430
O 11.3899 7.9303 9.5768
H 8.0200 5.5095 7.9658
H 9.2569 5.9903 6.7300
H 8.0371 7.1404 7.4246
H 9.4744 4.7339 9.4363
H 9.1384 5.9941 10.6190
H 10.8443 5.7430 10.2102
H 10.6928 8.3536 6.5803
H 11.0136 9.6136 7.7739
H 9.3320 9.1242 7.3700
O 10.2110 4.3225 13.2976
C 9.2631 4.9410 13.0148
C 6.5485 10.2461 10.7257
S 7.7180 8.9133 10.3598
O 8.0609 8.1912 11.6445
O 7.1289 8.1177 9.3249
O 8.9390 9.6787 10.0324
H 6.8869 10.8510 11.5790
H 5.5707 9.7775 10.9835
H 6.4045 10.8322 9.7974
```

Output
M = 716.6 u
net charge = +1
HOMO = -10.19 eV
multiplicity = 1
lowest unoccupied orbital energy = -3.90 eV
energy = -2547.48135 Eh